# 1
Computed, not measured: a structure of composition C4H8N2O at a distorted geometry, with ωB97M-V/def2-TZVPD.

Calculated values
energy above the lowest of the compared OMol25 structures with the same formula, charge and spin = 6.213 eV
HOMO = -6.29 eV
total energy = -341.77532 Eh
LUMO energy = -0.05 eV

Last column: Mulliken charge in e.
Geometry (Å):
C (1.0283, 0.6358, 0.6261)  -1.635
N (-0.9781, -0.3291, -0.9897)  -0.257
C (-0.0209, -0.6847, 0.5628)  0.816
C (-0.5966, 0.6950, -1.6014)  0.473
C (-0.8767, -0.8558, 1.6111)  -1.109
O (0.7389, -1.8043, 0.2294)  -0.405
N (-0.2360, 1.3622, -2.5483)  -0.476
H (1.4668, -1.5253, -0.3401)  0.320
H (-1.7939, -0.8989, -1.1830)  0.247
H (-0.0074, 2.3408, -2.5043)  0.281
H (0.5086, 1.5132, 1.0102)  0.331
H (1.5568, 0.8705, -0.2997)  0.491
H (1.7813, 0.2980, 1.3395)  0.452
H (-1.9096, -1.1283, 1.4861)  0.233
H (-0.6614, -0.4892, 2.6015)  0.238



# 2
Computed, not measured: the ion C4H13N3O with charge +2 at a distorted geometry, with ωB97M-V/def2-TZVPD.

Calculated values
energy above the lowest of the compared OMol25 structures with the same formula, charge and spin = 2.764 eV
SMILES = C[NH2+]/C(N)=C(/O)[NH2+]C
HOMO = -17.48 eV
total charge = +2
total energy = -398.98170 Eh
LUMO energy = -7.93 eV

Last column: Mulliken charge in e.
Geometry (Å):
C (0.5413, 0.7952, -0.2390)  0.054
C (-0.7563, 0.6910, 0.0353)  0.052
C (2.4620, -0.6939, 0.8695)  -0.750
C (-2.2988, -1.2260, -0.5040)  -0.843
N (1.0611, 1.9235, -0.8242)  -0.480
N (1.4805, -0.3502, -0.3368)  -0.177
N (-1.4706, -0.4814, 0.5844)  -0.087
O (-1.4439, 1.9011, 0.3555)  -0.552
H (2.7914, -1.7355, 0.7026)  0.386
H (3.3336, -0.1142, 1.0991)  0.344
H (1.9409, -0.6329, 1.8249)  0.344
H (-1.7435, -1.2032, -1.3837)  0.371
H (-2.3847, -2.2896, -0.2554)  0.391
H (-3.2693, -0.7707, -0.6234)  0.355
H (0.4112, 2.7009, -0.7460)  0.284
H (2.0126, 2.3062, -0.7484)  0.278
H (0.9363, -1.2436, -0.3588)  0.400
H (2.0043, -0.2454, -1.2212)  0.437
H (-2.3443, -0.0977, 1.0506)  0.440
H (-0.9479, -1.1876, 0.9822)  0.355
H (-2.3156, 1.9540, -0.2632)  0.399



# 3
Computed, not measured: the ion C6H8O5 with charge -1 at a distorted geometry, with ωB97M-V/def2-TZVPD.

Calculated values
energy above the lowest of the compared OMol25 structures with the same formula, charge and spin = 1.045 eV
spin multiplicity = 2
HOMO (alpha / beta) = -2.12 / -2.09 eV
total charge = -1
total energy = -609.41445 Eh
LUMO energy (alpha / beta) = 3.41 / 3.41 eV

Last column: Mulliken spin population.
Geometry (Å):
O (-0.4800, 0.3320, -2.2639)  0.007
C (-0.7289, -0.0620, -3.4734)  0.041
H (-0.0604, -0.4322, -1.5721)  -0.003
O (0.5187, -0.4826, -4.1463)  0.025
C (0.9721, -1.7208, -4.4143)  0.855
C (2.1189, -2.2040, -3.6024)  -0.057
C (1.7176, -2.8695, -2.2561)  0.036
C (2.1217, -2.1369, -0.9897)  0.038
O (3.3897, -2.8021, -0.5919)  0.014
C (4.4071, -2.1318, -0.1650)  0.002
O (4.3938, -1.1013, 0.4850)  0.001
O (5.5266, -2.6125, -0.7394)  0.000
H (0.1972, -2.4009, -4.7896)  0.016
H (2.7870, -1.3450, -3.4348)  -0.002
H (2.7101, -2.9348, -4.1749)  0.028
H (2.0185, -3.9295, -2.3085)  -0.013
H (0.6218, -2.9725, -2.1879)  0.015
H (2.4217, -1.0988, -1.2257)  -0.001
H (6.2411, -1.9847, -0.5804)  0.000



# 4
Computed, not measured: an isolated molecule of C3H6O2, with ωB97M-V/def2-TZVPD.

Calculated values
energy above the lowest of the compared OMol25 structures with the same formula, charge and spin = 1.973 eV
SMILES = OC1COC1
HOMO = -9.94 eV
total energy = -268.33273 Eh
LUMO energy = 0.94 eV

Last column: Mulliken charge in e.
Geometry (Å):
O (0.0930, 1.7068, 0.5502)  -0.530
C (0.3252, 0.3310, 0.5087)  0.033
C (-0.8691, -0.6277, 0.4014)  -0.349
O (-0.2132, -1.3791, -0.6258)  -0.382
C (0.7766, -0.3523, -0.7957)  -0.312
H (-0.6479, 1.9018, -0.0381)  0.323
H (0.9890, 0.1063, 1.3473)  0.312
H (-1.1275, -1.2376, 1.2727)  0.228
H (-1.7771, -0.1232, 0.0277)  0.224
H (1.7925, -0.7603, -0.8331)  0.240
H (0.5903, 0.2591, -1.6920)  0.214



# 5
Computed, not measured: a structure of composition C23H23N4O8PReS at a distorted geometry, with ωB97M-V/def2-TZVPD.

Calculated values
energy above the lowest of the compared OMol25 structures with the same formula, charge and spin = 0.630 eV
spin multiplicity = 4
HOMO (alpha / beta) = -7.90 / -8.01 eV
total energy = -2529.11364 Eh
LUMO energy (alpha / beta) = 0.07 / -1.43 eV

Last column: Mulliken spin population.
Geometry (Å):
Re (0.5687, -0.5913, 2.7690)  2.685
N (-1.1629, -1.6086, 1.8761)  0.031
C (-0.6768, -2.6686, 0.9837)  0.012
C (0.7094, -2.3132, 0.4105)  -0.012
O (1.0955, -2.7212, -0.6732)  0.051
N (1.4267, -1.6173, 1.3055)  0.032
C (2.8314, -1.4215, 1.0902)  0.005
C (3.3495, -0.3313, 2.0710)  0.006
O (4.4602, 0.1178, 1.9197)  0.021
O (2.5284, -0.0115, 3.0069)  0.043
H (-1.8272, -1.9984, 2.5453)  0.013
H (-1.6445, -0.8591, 1.3498)  -0.018
H (-1.3715, -2.8918, 0.1672)  0.000
H (-0.5089, -3.5724, 1.5787)  -0.002
H (3.0503, -1.1343, 0.0585)  0.001
H (3.3941, -2.3330, 1.3235)  0.011
O (-1.9250, 0.8896, 1.2999)  0.002
S (-0.8139, 1.8209, 1.4658)  -0.007
O (-0.9148, 2.6410, 2.6466)  0.002
O (0.4840, 1.0547, 1.4172)  0.049
C (-0.7969, 2.7446, -0.0538)  0.013
C (-1.0791, 4.0890, -0.1792)  0.001
C (-1.2180, 4.6216, -1.4530)  0.000
C (-1.0291, 3.8143, -2.5665)  -0.001
C (-0.7062, 2.4752, -2.4247)  0.002
C (-0.6151, 1.9216, -1.1521)  -0.004
P (-0.2212, 0.1419, -0.8878)  0.011
C (1.3359, 0.1646, -1.8399)  -0.003
C (2.3384, 0.9215, -1.2303)  -0.002
C (3.5888, 1.0338, -1.8035)  0.000
C (3.8612, 0.3688, -2.9896)  0.001
C (2.8794, -0.4066, -3.5813)  -0.001
C (1.6196, -0.5134, -3.0167)  -0.001
C (-1.5610, -0.6495, -1.8292)  0.003
C (-2.8371, -0.0939, -1.7228)  0.002
C (-3.9353, -0.7812, -2.1997)  -0.001
C (-3.7794, -2.0295, -2.7812)  0.002
C (-2.5172, -2.5953, -2.8703)  -0.001
C (-1.4136, -1.9227, -2.3774)  0.004
H (-1.1993, 4.6944, 0.7067)  0.000
H (-1.4843, 5.6598, -1.5771)  0.000
H (-1.1405, 4.2373, -3.5531)  0.000
H (-0.5422, 1.8473, -3.2899)  0.000
H (2.1297, 1.4145, -0.2907)  -0.003
H (4.3426, 1.6295, -1.3117)  0.000
H (4.8297, 0.4531, -3.4601)  0.000
H (3.0909, -0.9458, -4.4922)  0.000
H (0.8677, -1.1044, -3.5107)  0.001
H (-2.9615, 0.8600, -1.2308)  0.001
H (-4.9203, -0.3527, -2.0960)  0.000
H (-4.6425, -2.5747, -3.1319)  0.000
H (-2.3931, -3.5775, -3.3015)  0.000
H (-0.4428, -2.3962, -2.3790)  0.000
N (-0.2161, 0.5707, 4.4884)  0.005
N (-0.7188, -0.3709, 5.4226)  0.002
C (-0.2144, -1.6931, 5.3694)  0.004
O (-0.4134, -2.4262, 6.3069)  0.014
O (0.3576, -2.0107, 4.2567)  0.019
H (0.5574, 1.1176, 4.8854)  0.008
H (-0.9373, 1.2379, 4.1817)  0.000
H (-0.9158, -0.0251, 6.3545)  -0.001



# 6
Computed, not measured: a structure of composition C28H22AgClN5O3S2 at a distorted geometry, with ωB97M-V/def2-TZVPD.

Calculated values
energy above the lowest of the compared OMol25 structures with the same formula, charge and spin = 3.009 eV
HOMO = -3.65 eV
total charge = -1
total energy = -2983.26108 Eh
LUMO energy = 1.95 eV

Last column: Mulliken charge in e.
Geometry (Å):
Ag (-0.2889, -0.4741, 1.6598)  0.198
Cl (-5.7718, 3.4433, 1.6720)  -0.294
C (-4.3838, 2.8805, 0.8657)  0.360
C (-4.3914, 2.4224, -0.4527)  -0.482
C (-3.2102, 1.9484, -1.0262)  -0.540
C (-1.9985, 1.8900, -0.2586)  0.302
O (-0.9775, 1.3047, -0.6464)  -0.561
C (-2.0164, 2.3633, 1.1278)  0.347
C (-0.7982, 2.4938, 1.9812)  -0.071
N (0.1940, 1.6030, 1.9707)  0.050
C (1.2963, 1.9237, 2.7311)  0.413
C (1.8572, 3.2027, 2.8842)  -0.291
C (3.1847, 3.3706, 3.3151)  -0.700
C (3.8544, 2.3108, 3.7803)  -0.693
C (3.2988, 0.9818, 3.8616)  1.315
C (3.9862, -0.1258, 4.3685)  -0.604
C (3.3071, -1.3129, 4.4457)  -0.540
C (2.0689, -1.4839, 3.8201)  -0.321
N (1.3776, -0.4214, 3.3125)  -0.617
C (1.9715, 0.7764, 3.3156)  0.282
C (-3.1547, 2.9941, 1.6051)  -1.016
H (-5.3611, 2.2853, -0.9977)  0.277
H (-3.1166, 1.7343, -2.0954)  0.409
H (-0.6823, 3.4594, 2.5017)  0.258
H (1.2280, 4.1388, 2.5964)  0.134
H (3.6806, 4.3982, 3.2510)  0.271
H (4.9149, 2.5613, 4.0249)  0.237
H (4.9799, -0.0054, 4.8131)  0.375
H (3.7686, -2.1759, 4.9917)  0.311
H (1.4971, -2.4308, 3.7576)  0.594
H (-3.1253, 3.4942, 2.5824)  0.345
C (1.5999, 3.0141, -2.7197)  -0.457
C (2.0626, 1.8194, -3.4421)  0.457
N (1.2655, 0.8040, -3.4561)  -0.269
C (1.8089, -0.2560, -4.1575)  0.234
C (3.0560, 0.0589, -4.7188)  -0.532
S (3.6813, 1.6040, -4.1937)  -0.213
C (1.0655, -1.5215, -4.3330)  0.318
C (1.5681, -2.7902, -4.6311)  -0.435
S (0.2814, -3.9213, -4.7208)  -0.215
C (-0.9136, -2.5755, -4.4301)  0.487
N (-0.2762, -1.4234, -4.2756)  -0.464
C (-2.3716, -2.5837, -4.2832)  -0.726
H (2.3473, 3.5837, -2.0761)  0.313
H (0.7140, 2.6792, -2.0738)  -0.077
H (1.2117, 3.7721, -3.4265)  0.233
H (3.7585, -0.5854, -5.2541)  0.314
H (2.5897, -2.9509, -5.0312)  0.292
H (-2.8435, -1.9747, -5.1416)  0.237
H (-2.6009, -2.0594, -3.3189)  0.134
H (-2.8437, -3.5448, -4.3559)  0.359
O (-2.8448, -1.7324, -0.5589)  -0.581
C (-2.3878, -2.4674, 0.2909)  0.013
C (-2.7760, -3.9431, 0.3503)  -0.426
C (-1.8794, -4.5684, 1.3258)  -0.451
C (-1.0901, -3.3165, 1.8738)  0.208
O (-0.1269, -3.4692, 2.6850)  -0.655
N (-1.3773, -2.1808, 1.2080)  0.151
H (-2.7182, -4.5301, -0.5450)  0.240
H (-3.7661, -4.1700, 0.5955)  0.302
H (-1.1060, -5.1651, 0.8669)  0.194
H (-2.2780, -5.1563, 2.1885)  0.268



Q: Among the records above, which one has the highest energy above the lowest of the compared OMol25 structures with the same formula, charge and spin?
A: C4H8N2O